# 1
Entry from the Open Molecules 2025 dataset: a structure of composition C21H61BN9O9Pd at a distorted geometry (ωB97M-V/def2-TZVPD).

Geometry as ORCA input:
```
! RIJCOSX wB97M-V def2-TZVPD def2/J DEFGRID3
* xyz 1 3
Pd 3.144 -2.232 0.184
B 1.680 -0.605 -0.267
H 0.803 0.024 -0.237
H 1.614 -1.519 -0.836
H 2.497 0.013 -0.606
H 1.845 -0.884 0.762
C -1.789 0.094 1.848
O -2.686 1.254 1.855
C -2.237 2.153 0.810
C -2.739 3.643 1.149
N -1.974 4.050 2.297
C -2.267 5.448 2.474
C -1.520 6.422 1.577
O -2.404 7.450 1.220
C -1.760 8.467 0.472
H -0.775 0.151 2.243
H -1.806 -0.433 0.893
H -2.159 -0.656 2.547
H -2.436 1.628 -0.124
H -1.160 2.321 0.811
H -3.816 3.632 1.316
H -2.484 4.243 0.275
H -0.997 3.814 2.201
H -1.919 5.600 3.496
H -3.344 5.590 2.383
H -1.200 5.996 0.626
H -0.669 6.891 2.069
H -1.244 8.181 -0.445
H -0.988 9.001 1.026
H -2.338 9.372 0.284
C -6.941 -5.595 0.771
O -6.247 -5.251 1.983
C -5.299 -4.198 1.886
C -5.546 -3.038 0.837
N -4.920 -3.194 -0.440
C -4.895 -1.941 -1.167
C -3.777 -2.074 -2.236
O -2.606 -1.694 -1.559
C -1.492 -1.694 -2.390
H -7.712 -6.341 0.962
H -6.264 -6.236 0.207
H -7.414 -4.853 0.128
H -4.355 -4.693 1.659
H -4.998 -3.765 2.840
H -4.941 -2.207 1.202
H -6.573 -2.674 0.863
H -3.959 -3.497 -0.379
H -4.430 -1.191 -0.527
H -5.888 -1.631 -1.492
H -3.979 -1.486 -3.131
H -3.742 -3.108 -2.579
H -1.705 -1.224 -3.350
H -1.137 -2.712 -2.549
H -0.654 -1.194 -1.905
C 2.181 -3.356 -2.703
O 3.256 -2.913 -1.913
C 4.483 -2.692 -2.570
C 5.390 -1.812 -1.669
N 4.684 -0.913 -0.846
C 5.699 -0.206 -0.030
C 4.954 0.620 1.037
O 5.911 0.895 2.045
C 5.333 1.586 3.199
H 1.287 -3.384 -2.080
H 2.351 -4.266 -3.278
H 2.143 -2.583 -3.471
H 4.381 -2.289 -3.578
H 4.848 -3.691 -2.808
H 5.998 -1.426 -2.488
H 6.103 -2.412 -1.104
H 4.339 -0.239 -1.514
H 6.308 0.466 -0.636
H 6.370 -0.968 0.366
H 4.116 0.057 1.447
H 4.545 1.521 0.580
H 5.363 1.068 4.157
H 4.305 1.909 3.031
H 5.863 2.537 3.247
C 3.089 1.153 -3.423
O 4.088 1.273 -2.686
N 2.036 0.397 -3.282
N 2.951 2.063 -4.306
H 1.158 0.649 -3.712
H 1.989 -0.051 -2.378
H 2.289 1.841 -5.037
H 3.864 2.434 -4.530
C 1.288 2.660 1.094
O 0.949 3.700 1.695
N 1.605 2.480 -0.163
N 1.584 1.565 1.724
H 1.738 1.527 -0.471
H 1.194 3.202 -0.737
H 1.573 0.767 1.105
H 1.510 1.623 2.730
C 0.705 -3.626 1.323
O 1.605 -3.671 0.551
N 0.303 -2.525 1.930
N -0.159 -4.545 1.381
H -0.620 -2.467 2.337
H 0.672 -1.623 1.665
H -0.906 -4.606 2.057
H -0.115 -5.347 0.768
*
```

Calculated values
HOMO-LUMO gap (alpha / beta): 6.389 / 3.344 eV
HOMO (alpha / beta): -9.64 / -9.64 eV

=====

# 2
Entry from the Open Molecules 2025 dataset: a cluster of 8 separate species, C21H61BNO10 in total at a distorted geometry (ωB97M-V/def2-TZVPD).

Geometry as ORCA input:
```
! RIJCOSX wB97M-V def2-TZVPD def2/J DEFGRID3
* xyz 1 1
O -0.730 -1.709 1.775
N -1.969 -2.066 1.201
B -3.233 -1.311 1.762
O -3.164 -0.018 1.892
O -4.271 -1.990 2.035
H -0.850 -0.895 2.298
H -2.047 -3.073 1.301
H -1.892 -1.857 0.207
H -3.290 0.383 1.023
H -4.276 -2.918 1.768
C -2.500 -4.715 -3.140
C -1.901 -4.224 -1.841
C -0.385 -4.117 -1.933
O -2.264 -5.052 -0.722
H -2.124 -5.715 -3.370
H -3.584 -4.782 -3.068
H -2.255 -4.050 -3.958
H -2.325 -3.239 -1.604
H 0.049 -5.099 -2.128
H 0.044 -3.753 -0.996
H -0.085 -3.444 -2.735
H -1.918 -5.938 -0.882
C 0.363 2.220 -0.993
C -1.053 2.658 -0.678
C -1.111 3.632 0.487
O -1.878 1.494 -0.414
H 0.798 1.698 -0.134
H 0.375 1.534 -1.840
H 0.986 3.072 -1.241
H -1.495 3.130 -1.552
H -0.727 3.173 1.402
H -2.143 3.932 0.675
H -0.520 4.522 0.279
H -1.479 1.034 0.334
C 2.624 0.794 4.391
C 1.896 0.064 3.277
C 2.815 -0.905 2.556
O 1.312 0.989 2.343
H 3.448 1.382 3.979
H 1.956 1.479 4.904
H 3.032 0.093 5.118
H 1.048 -0.482 3.702
H 3.643 -0.367 2.089
H 2.277 -1.427 1.762
H 3.223 -1.645 3.244
H 2.027 1.500 1.943
C 2.069 -5.021 3.180
C 3.212 -4.884 4.176
C 3.195 -6.006 5.202
O 3.153 -3.611 4.826
H 1.108 -4.967 3.702
H 2.100 -4.210 2.451
H 2.117 -5.970 2.647
H 4.161 -4.893 3.643
H 2.265 -5.980 5.776
H 4.019 -5.892 5.903
H 3.276 -6.982 4.725
H 2.324 -3.571 5.315
C -3.056 -0.161 -5.215
C -3.532 -1.465 -5.839
C -4.744 -1.249 -6.730
O -3.827 -2.428 -4.818
H -3.843 0.267 -4.588
H -2.185 -0.333 -4.583
H -2.792 0.571 -5.977
H -2.724 -1.904 -6.424
H -5.577 -0.851 -6.145
H -5.068 -2.191 -7.169
H -4.525 -0.548 -7.534
H -4.545 -2.068 -4.285
C 3.486 2.375 -3.897
C 2.173 2.909 -4.450
C 2.370 3.597 -5.792
O 1.565 3.803 -3.514
H 4.188 3.196 -3.734
H 3.325 1.883 -2.938
H 3.945 1.663 -4.581
H 1.465 2.087 -4.565
H 3.042 4.452 -5.682
H 1.421 3.970 -6.173
H 2.799 2.917 -6.528
H 2.163 4.549 -3.391
C 0.140 4.825 4.294
C 0.919 6.031 3.794
C 0.493 7.299 4.517
O 0.746 6.177 2.385
H -0.929 4.966 4.109
H 0.448 3.923 3.772
H 0.285 4.678 5.365
H 1.987 5.871 3.941
H -0.567 7.498 4.339
H 1.056 8.155 4.149
H 0.650 7.216 5.592
H -0.194 6.315 2.229
*
```

Calculated values
HOMO-LUMO gap: 8.655 eV
HOMO: -11.87 eV

=====

# 3
Entry from the Open Molecules 2025 dataset: a structure of composition C21H61Li2N5O13 at a distorted geometry (ωB97M-V/def2-TZVPD).

Geometry as ORCA input:
```
! RIJCOSX wB97M-V def2-TZVPD def2/J DEFGRID3
* xyz 0 1
Li 5.082 0.837 -2.226
Li 0.591 -0.728 -4.408
O 1.690 -0.086 -1.881
C 0.742 -0.466 -0.800
C -0.853 -0.336 -1.107
O -1.388 -0.871 -2.297
H 0.750 0.140 0.106
H 1.068 -1.465 -0.512
H -1.155 0.701 -1.249
H -1.354 -0.731 -0.223
C -6.901 -1.351 -0.963
O -7.878 -1.310 -0.274
N -6.120 -0.381 -1.267
N -6.355 -2.390 -1.563
H -5.144 -0.453 -1.515
H -6.451 0.519 -0.950
H -5.409 -2.122 -1.794
H -6.726 -3.305 -1.351
C -1.697 10.055 -1.956
O -2.378 8.809 -2.116
C -1.449 7.733 -2.063
C -2.104 6.351 -2.510
N -3.450 6.370 -2.040
C -3.714 5.548 -0.866
C -5.064 5.724 -0.132
O -6.104 5.025 -0.783
C -7.363 5.321 -0.174
H -0.661 10.149 -2.280
H -1.584 10.245 -0.888
H -2.201 10.955 -2.307
H -1.062 7.602 -1.053
H -0.546 7.955 -2.632
H -1.422 5.512 -2.375
H -2.114 6.389 -3.599
H -3.718 7.325 -1.849
H -2.852 5.633 -0.205
H -3.845 4.497 -1.121
H -5.280 6.786 -0.019
H -5.001 5.305 0.873
H -7.553 6.386 -0.040
H -7.371 4.794 0.780
H -8.197 4.867 -0.709
C -1.296 1.424 8.049
O -0.724 2.365 7.180
C -0.804 1.888 5.792
C -2.194 2.125 5.219
N -3.219 1.014 5.219
C -3.163 -0.056 4.280
C -2.008 -1.073 4.362
O -1.769 -1.445 5.726
C -0.942 -2.613 5.843
H -1.133 1.764 9.072
H -0.803 0.462 7.906
H -2.356 1.293 7.832
H -0.523 0.841 5.682
H -0.075 2.416 5.177
H -2.063 2.447 4.185
H -2.615 3.009 5.698
H -3.092 0.533 6.098
H -3.026 0.428 3.313
H -4.101 -0.607 4.350
H -1.112 -0.708 3.859
H -2.146 -1.942 3.719
H 0.121 -2.545 5.610
H -1.132 -3.484 5.216
H -1.122 -2.916 6.875
C 11.133 -5.076 -4.320
O 10.278 -5.495 -3.353
C 9.232 -6.324 -3.831
C 8.274 -6.959 -2.760
N 7.731 -5.807 -2.015
C 7.362 -5.971 -0.609
C 6.720 -4.773 -0.004
O 6.433 -4.886 1.349
C 5.631 -3.845 1.820
H 10.647 -4.257 -4.850
H 11.407 -5.878 -5.006
H 12.047 -4.700 -3.860
H 9.616 -7.061 -4.535
H 8.635 -5.596 -4.381
H 8.831 -7.643 -2.118
H 7.472 -7.615 -3.097
H 8.304 -4.976 -2.018
H 8.278 -6.223 -0.075
H 6.784 -6.885 -0.474
H 5.824 -4.573 -0.591
H 7.322 -3.892 -0.226
H 5.556 -3.002 1.133
H 5.936 -3.519 2.814
H 4.639 -4.248 2.024
O -3.767 2.770 -4.592
H -3.756 3.264 -3.773
H -3.603 1.864 -4.328
O -5.634 -1.829 -5.229
H -6.023 -2.011 -4.374
H -4.711 -1.655 -5.040
O 3.455 -4.949 -3.232
H 4.242 -5.456 -3.031
H 3.465 -4.231 -2.599
O -1.613 -5.146 -2.204
H -0.687 -5.345 -2.064
H -1.623 -4.228 -2.474
*
```

Calculated values
HOMO-LUMO gap: 2.962 eV
HOMO: -5.80 eV
energy above the lowest of the compared OMol25 structures with the same formula, charge and spin: 256.40 kcal/mol

=====

# 4
Entry from the Open Molecules 2025 dataset: a structure of composition C21H61O10Zr at a distorted geometry (ωB97M-V/def2-TZVPD).

Geometry as ORCA input:
```
! RIJCOSX wB97M-V def2-TZVPD def2/J DEFGRID3
* xyz 3 1
Zr 0.407 -2.247 -4.153
C 0.998 -0.679 -0.279
C 0.140 -0.185 -1.443
C 0.553 1.244 -1.845
O 0.100 -1.048 -2.536
H 1.517 0.103 0.268
H 1.744 -1.423 -0.579
H 0.384 -1.229 0.445
H -0.852 0.062 -1.031
H 1.495 1.274 -2.419
H 0.686 1.923 -1.011
H -0.131 1.650 -2.593
C 2.114 -4.312 0.677
C 1.394 -4.816 1.921
O 1.448 -3.834 2.999
H 1.463 -3.639 0.117
H 2.288 -5.191 0.046
H 3.117 -3.952 0.903
H 1.932 -5.659 2.365
H 0.371 -5.078 1.664
H 2.296 -3.394 2.869
C -4.865 -3.415 2.008
C -3.756 -2.502 2.492
O -2.659 -2.533 1.590
H -5.006 -3.224 0.942
H -5.799 -3.199 2.520
H -4.609 -4.463 2.162
H -3.395 -2.830 3.478
H -4.157 -1.473 2.516
H -1.924 -1.999 1.977
C 4.673 -1.347 0.392
C 4.681 -0.484 -0.843
O 5.924 0.123 -1.104
H 4.628 -0.811 1.341
H 5.445 -2.110 0.396
H 3.697 -1.856 0.395
H 3.848 0.246 -0.966
H 4.363 -1.044 -1.743
H 6.047 0.824 -0.445
C -0.076 5.356 -1.267
C 0.369 5.453 -2.709
O 0.722 6.767 -3.040
H 0.203 6.257 -0.720
H 0.334 4.521 -0.696
H -1.163 5.271 -1.204
H -0.434 5.098 -3.375
H 1.214 4.753 -2.880
H 0.716 6.833 -4.005
C -0.987 -0.382 4.817
C 0.068 -0.831 3.819
O -0.489 -1.839 2.961
H -1.736 0.290 4.392
H -0.478 0.203 5.591
H -1.517 -1.192 5.313
H 0.922 -1.297 4.311
H 0.400 0.038 3.246
H -0.126 -2.727 3.148
C -2.901 -2.840 -1.681
C -1.651 -3.638 -1.929
O -1.237 -3.506 -3.356
H -2.699 -1.764 -1.741
H -3.376 -2.970 -0.717
H -3.572 -3.020 -2.529
H -1.797 -4.688 -1.676
H -0.806 -3.292 -1.334
H -1.895 -4.033 -3.849
C -2.163 2.462 0.158
C -1.252 2.525 1.354
O -2.074 2.664 2.488
H -3.018 1.789 0.279
H -1.760 2.351 -0.845
H -2.722 3.407 0.156
H -0.590 3.403 1.273
H -0.576 1.650 1.442
H -1.599 2.952 3.275
C -2.106 1.919 -4.326
C -3.139 1.213 -3.458
O -3.565 -0.032 -4.052
H -2.549 2.174 -5.284
H -1.230 1.266 -4.462
H -1.716 2.807 -3.824
H -3.988 1.901 -3.434
H -2.804 1.003 -2.439
H -4.473 0.141 -4.320
C 2.962 3.106 2.115
C 3.797 2.212 1.205
O 5.179 2.595 1.169
H 3.143 4.162 1.937
H 3.247 2.845 3.136
H 1.899 2.861 2.037
H 3.406 2.197 0.178
H 3.759 1.180 1.571
H 5.324 2.954 0.287
*
```

Calculated values
HOMO-LUMO gap: 1.685 eV
HOMO: -16.40 eV
energy above the lowest of the compared OMol25 structures with the same formula, charge and spin: 79.71 kcal/mol

=====

# 5
Entry from the Open Molecules 2025 dataset: a cluster of 9 separate species, C21H62N2O15 in total at a distorted geometry (ωB97M-V/def2-TZVPD).

Geometry as ORCA input:
```
! RIJCOSX wB97M-V def2-TZVPD def2/J DEFGRID3
* xyz 0 1
C 0.784 4.832 -4.342
O 1.842 3.998 -3.950
C 2.002 3.881 -2.538
C 3.065 2.815 -2.316
C 2.493 1.442 -2.599
N 3.521 2.958 -0.870
H 1.077 5.855 -4.175
H -0.151 4.590 -3.802
H 0.576 4.716 -5.366
H 2.384 4.815 -2.052
H 1.120 3.576 -1.960
H 3.866 3.092 -3.012
H 3.260 0.653 -2.619
H 1.993 1.516 -3.555
H 1.684 1.202 -1.884
H 4.207 3.786 -0.836
H 4.061 2.156 -0.582
C -4.732 -1.982 -2.781
O -4.176 -1.508 -4.033
C -3.232 -0.480 -3.756
C -1.884 -1.095 -3.170
C -0.907 0.032 -2.826
N -1.297 -2.047 -4.092
H -4.421 -3.045 -2.689
H -5.817 -1.799 -2.820
H -4.357 -1.405 -1.924
H -3.028 0.068 -4.734
H -3.591 0.196 -2.991
H -2.264 -1.665 -2.257
H -1.312 0.695 -2.055
H -0.770 0.695 -3.666
H 0.038 -0.441 -2.573
H -2.072 -2.545 -4.510
H -0.924 -1.472 -4.863
O 2.322 -2.534 4.234
C 2.658 -1.800 5.601
C 2.026 -0.401 5.723
O 0.610 -0.485 5.884
H 1.999 -3.417 4.518
H 2.169 -2.501 6.289
H 3.780 -1.807 5.620
H 2.423 0.280 4.925
H 2.398 -0.083 6.718
H 0.303 -0.342 4.967
O 0.762 2.424 0.222
C 0.223 3.292 1.176
C 0.983 4.588 1.121
O 2.381 4.414 1.439
H 1.726 2.504 0.223
H -0.812 3.375 0.891
H 0.150 2.794 2.105
H 0.543 5.225 1.934
H 0.932 5.050 0.172
H 2.765 4.086 0.601
O -2.414 -1.376 3.341
C -2.520 -0.053 3.865
C -3.883 0.546 3.483
O -4.221 0.795 2.138
H -1.438 -1.547 3.278
H -2.505 -0.124 4.957
H -1.597 0.465 3.522
H -4.045 1.505 3.985
H -4.601 -0.221 3.807
H -4.404 -0.039 1.679
O 0.215 -1.060 3.093
C 0.435 -0.464 1.780
C 0.462 -1.427 0.640
O -0.919 -1.745 0.352
H 0.949 -1.635 3.374
H -0.370 0.270 1.711
H 1.379 0.067 1.765
H 1.001 -2.306 0.908
H 0.951 -1.053 -0.248
H -1.001 -2.696 0.126
O 1.131 -2.774 -2.698
C 2.035 -1.994 -3.485
C 3.353 -2.318 -2.918
O 3.245 -2.060 -1.570
H 0.171 -2.636 -3.040
H 2.067 -2.416 -4.495
H 1.850 -0.923 -3.487
H 4.152 -1.679 -3.282
H 3.626 -3.365 -3.032
H 2.454 -2.561 -1.309
O -4.408 -3.162 3.098
C -5.242 -2.754 2.061
C -4.550 -2.796 0.721
O -3.752 -1.686 0.440
H -3.761 -2.507 3.334
H -6.022 -3.485 2.090
H -5.582 -1.732 2.118
H -5.220 -2.859 -0.151
H -4.015 -3.725 0.618
H -2.905 -1.584 0.979
C 4.265 -0.127 1.032
O 5.326 -0.394 0.080
H 4.700 0.739 1.507
H 3.346 0.204 0.514
H 3.954 -0.952 1.632
H 4.927 -1.103 -0.480
*
```

Calculated values
SMILES: COC[C@H](C)N.COC[C@H](C)N.OCCO.OCCO.OCCO.OCCO.OCCO.OCCO.CO
HOMO-LUMO gap: 9.724 eV
HOMO: -9.37 eV
energy above the lowest of the compared OMol25 structures with the same formula, charge and spin: 0.00 kcal/mol

=====

Q: Which calculated total energy values were calculated for the entries above? A: -2158.83218 -1668.51068 -2103.22018 -1634.74618 -2075.24569, in Eh.